The following is a DFT calculation (ωB97M-V with the def2-TZVPD basis set) of C34H81BN3NbO10P as an isolated structure at a distorted geometry.

```
131
Properties=species:S:1:pos:R:3:forces:R:3
C 5.4105 -4.4675 0.9148 0.30 0.07 0.40
C 5.2571 -4.8079 -0.5531 -0.49 0.03 0.03
O 6.3533 -4.4085 -1.3544 -0.03 -0.16 0.20
C 6.4143 -3.0144 -1.6062 0.59 0.46 -0.34
C 5.6818 -2.5929 -2.8803 -0.68 -0.59 0.09
C 4.2409 -2.1203 -2.6601 -0.18 0.70 -0.51
C 4.1426 -0.8960 -1.7156 0.66 -0.80 0.35
C 3.3987 -1.2281 -0.3911 0.36 0.63 -0.05
Nb 1.2585 -0.5834 -0.0995 0.18 0.15 -0.47
C 0.5401 -2.6000 -0.9821 0.05 0.11 0.50
C -0.3260 -2.4887 -2.2566 0.08 -1.13 0.93
C -1.3306 -3.6616 -2.3514 0.46 0.56 -1.65
C -2.3130 -3.3336 -3.5085 0.06 -0.24 0.78
C -0.5461 -4.9139 -2.7525 -0.62 -0.64 0.03
C -1.4106 -6.1793 -2.8327 1.39 -1.23 0.47
C -1.6406 -6.8857 -1.5038 0.40 0.29 0.31
C -1.1852 -6.5011 -0.2613 0.08 -0.02 -0.79
C 0.2856 -6.4291 0.0816 -0.49 1.04 -0.41
C -2.1804 -6.1335 0.7966 -0.02 -1.68 0.40
C -0.7757 0.1995 0.4551 0.23 0.27 -0.21
C -2.0420 -0.6406 0.1986 -0.73 1.17 0.31
C -2.9263 -0.0192 -0.9045 -0.01 -0.20 0.12
O -2.8431 -0.6535 1.4028 -0.09 -0.61 0.00
B 1.2558 -1.7461 1.9546 -0.79 0.19 -0.39
O 2.4593 -2.3211 2.3991 -0.13 0.09 -0.40
N 0.0435 -1.8534 2.8136 1.21 -0.96 1.04
C -0.7133 -3.0779 2.4746 -0.04 0.41 -0.80
C 0.5020 -2.0068 4.2227 -0.67 0.24 -0.35
P 1.0368 0.6767 -2.3907 -0.33 0.07 -0.82
O 1.9121 1.8665 -2.2387 0.13 -0.16 0.43
O 1.4711 -0.1298 -3.7646 -0.39 0.17 -0.26
O -0.4546 1.2428 -2.8115 0.25 -0.15 -0.28
H 5.6780 -3.4247 1.0795 -0.11 0.09 -0.10
H 6.1875 -5.0691 1.3896 0.07 -0.07 -0.11
H 4.4878 -4.6411 1.4696 -0.12 -0.04 -0.12
H 5.1403 -5.8871 -0.6591 0.22 -0.06 -0.14
H 4.3289 -4.3753 -0.9387 0.00 0.11 0.01
H 7.4734 -2.7796 -1.7322 0.08 -0.15 0.04
H 6.0907 -2.4236 -0.7465 -0.20 -0.11 0.07
H 5.6537 -3.4815 -3.5183 0.16 0.03 -0.12
H 6.2204 -1.8245 -3.4350 0.17 0.11 0.20
H 3.8534 -1.8279 -3.6434 -0.05 -0.15 -0.06
H 3.6138 -2.9449 -2.3190 -0.04 0.00 0.11
H 5.1812 -0.6784 -1.4435 0.01 0.31 -0.06
H 3.8026 -0.0118 -2.2503 -0.27 0.02 0.08
H 3.4107 -2.3148 -0.2561 -0.16 -0.06 0.02
H 4.0045 -0.8524 0.4377 -0.12 0.10 0.09
H 1.9567 0.9102 0.7334 0.12 -0.44 0.76
H -0.0802 -3.0839 -0.2177 0.00 -0.03 0.03
H 1.3789 -3.2859 -1.1285 0.04 -0.02 -0.09
H -0.8758 -1.5502 -2.3053 0.11 0.14 -0.10
H 0.3184 -2.6229 -3.1294 -0.04 0.54 -0.21
H -1.8697 -3.8050 -1.4153 0.00 0.04 0.11
H -3.2420 -3.8878 -3.3790 -0.17 0.13 -0.20
H -1.8723 -3.6065 -4.4670 0.01 0.03 -0.08
H -2.5119 -2.2633 -3.5170 -0.28 0.01 -0.05
H 0.2813 -5.0973 -2.0793 0.10 0.21 -0.03
H -0.1193 -4.7656 -3.7473 0.06 0.29 0.01
H -2.4141 -5.9456 -3.1886 -0.05 0.04 -0.06
H -0.9901 -6.8938 -3.5540 -0.03 0.17 -0.21
H -2.2332 -7.8014 -1.5612 -1.50 0.92 0.20
H 0.8823 -6.0966 -0.7654 0.22 -0.04 0.15
H 0.5757 -7.4609 0.2807 0.10 0.01 0.24
H 0.4747 -5.7998 0.9513 0.20 -0.01 -0.01
H -2.3361 -5.0552 0.7412 0.08 0.07 0.01
H -3.1351 -6.6105 0.5560 -0.11 0.11 0.10
H -1.8878 -6.4045 1.8155 -0.01 0.13 0.06
H -0.7564 0.4525 1.5173 0.10 -0.23 0.11
H -0.9015 1.1660 -0.0494 0.06 0.05 -0.06
H -1.8985 -1.6965 -0.0281 0.29 -0.04 0.06
H -3.9667 -0.1430 -0.5998 -0.08 -0.22 -0.17
H -2.7482 1.0508 -0.9950 0.13 0.02 -0.11
H -2.7942 -0.4900 -1.8783 0.06 0.08 -0.08
H -3.2472 0.2147 1.5006 0.16 0.19 0.17
H 2.3465 -3.2786 2.3822 0.12 -0.12 0.40
H -1.0545 -3.5853 3.3740 -0.09 0.05 0.07
H -0.0965 -3.7844 1.8985 -0.06 -0.21 0.18
H -1.5738 -2.8534 1.8440 -0.11 0.09 0.10
H 1.2339 -1.2411 4.4656 0.13 -0.05 0.02
H -0.3550 -1.8683 4.8857 -0.05 -0.06 0.03
H 0.9191 -3.0040 4.3951 0.20 0.04 0.24
H 1.7599 -1.0219 -3.5527 0.01 -0.11 0.08
H -0.8334 0.6920 -3.5017 -0.14 -0.09 -0.11
C 4.1875 8.7739 -2.6502 -0.11 0.02 -0.01
O 3.1389 8.5881 -3.5773 0.18 -0.04 0.10
C 3.3961 7.5631 -4.5344 -0.21 0.07 -0.29
C 2.4136 6.4241 -4.3750 0.00 0.03 0.34
N 2.6595 5.6964 -3.1407 -0.13 0.07 -0.17
C 1.6285 4.7035 -2.8087 0.23 0.41 0.19
C 0.2446 5.2352 -2.4659 -0.13 -0.35 -0.08
O 0.1868 5.9874 -1.2589 -0.03 0.16 -0.14
C 0.4320 7.3683 -1.3972 -0.02 -0.10 0.21
H 3.9167 9.6138 -2.0116 -0.03 0.01 -0.02
H 4.3311 7.8888 -2.0217 0.10 0.00 -0.02
H 5.1282 9.0102 -3.1593 0.03 -0.03 0.04
H 4.4241 7.1982 -4.4567 -0.01 -0.02 0.11
H 3.2706 8.0091 -5.5267 0.03 0.00 0.00
H 2.5214 5.7375 -5.2200 -0.03 -0.01 0.00
H 1.4002 6.8524 -4.4085 0.01 0.02 -0.19
H 2.7219 6.3620 -2.3809 0.02 -0.02 0.03
H 1.9876 4.1366 -1.9554 -0.02 -0.12 -0.04
H 1.5407 3.9937 -3.6315 0.02 -0.03 0.00
H -0.3955 4.3643 -2.3059 0.02 -0.01 0.03
H -0.2065 5.8061 -3.2891 0.06 0.12 0.05
H 0.0902 7.7490 -2.3647 0.06 0.00 -0.03
H 1.4928 7.6078 -1.2693 0.00 0.09 -0.12
H -0.1194 7.8841 -0.6083 -0.01 -0.01 0.00
C -7.5877 2.2504 6.6049 0.00 0.06 -0.09
O -7.1704 3.4388 5.9638 0.02 -0.17 0.13
C -6.2041 4.1807 6.7004 -0.05 0.32 -0.11
C -4.8943 4.2397 5.9461 -0.03 -0.27 -0.11
N -4.2580 2.9303 5.9141 0.00 0.15 -0.02
C -3.0933 2.8509 5.0338 -0.07 -0.22 0.12
C -3.3294 2.9932 3.5355 0.40 0.03 -0.10
O -4.0708 1.9268 2.9716 -0.18 0.08 -0.04
C -5.4757 2.0882 2.9811 0.06 -0.22 -0.10
H -8.3650 1.8010 5.9891 0.00 0.03 -0.03
H -6.7642 1.5355 6.7049 -0.02 -0.01 0.09
H -8.0038 2.4614 7.5955 0.02 -0.05 0.03
H -6.0571 3.7598 7.6991 0.02 -0.10 -0.03
H -6.5941 5.1967 6.8171 0.00 -0.01 0.03
H -4.2258 4.9497 6.4418 0.02 0.00 -0.02
H -5.1086 4.6182 4.9367 -0.02 0.16 0.06
H -4.9388 2.2470 5.6077 0.00 -0.03 0.01
H -2.6308 1.8759 5.2017 0.05 0.01 -0.05
H -2.3645 3.6043 5.3479 -0.03 0.04 -0.01
H -2.3504 2.9622 3.0509 -0.01 -0.02 -0.02
H -3.7758 3.9581 3.2663 -0.13 -0.04 0.06
H -5.7662 3.1384 2.8903 0.00 0.02 0.06
H -5.9250 1.6595 3.8819 -0.07 0.12 0.03
H -5.8750 1.5418 2.1257 0.02 0.01 -0.02
```
Positions in Å, forces in eV/Å.

## Properties
- Total charge: -1
- E_HOMO: -4.6774 eV
- F_max: 1.9 eV/A

The following is a DFT calculation (ωB97M-V with the def2-TZVPD basis set) of a 12-piece molecular cluster, C34H82N10O12S2 overall at a distorted geometry.

```
140
Properties=species:S:1:pos:R:3:forces:R:3
C 1.9396 -0.2442 -1.1536 -1.92 -0.02 0.06
S 0.4872 -1.0526 -0.2998 1.09 0.34 0.25
O 0.3528 -0.3547 1.0292 0.15 -0.30 0.13
C -0.8353 -0.3412 -1.2263 -0.39 0.76 -1.48
H 1.8775 -0.6450 -2.1671 0.32 0.18 -0.09
H 2.8380 -0.5239 -0.6357 0.27 -0.21 0.08
H 1.7979 0.8495 -1.1251 -0.01 -0.44 -0.12
H -0.7907 -0.4839 -2.3253 0.55 0.01 0.52
H -0.7727 0.7237 -0.9687 -0.21 -0.06 -0.21
H -1.8169 -0.7351 -0.9684 0.13 -0.17 0.59
C -0.5980 2.1685 3.0943 -0.58 -0.69 -0.88
S -1.8429 2.7918 1.9303 0.43 -1.33 -0.02
O -1.0514 3.1712 0.7208 0.21 0.57 -0.43
C -2.6302 1.1982 1.4820 -0.79 0.78 0.46
H 0.0361 1.5050 2.4879 -0.14 0.08 0.31
H -1.0804 1.6425 3.9055 -0.19 -0.24 0.11
H -0.0535 2.9935 3.4937 0.41 0.71 0.12
H -3.0107 0.7622 2.4206 0.10 0.04 -0.39
H -1.9357 0.5316 0.9803 0.26 0.15 0.23
H -3.4747 1.4350 0.7943 0.61 -0.09 0.53
C -1.3592 -2.9309 5.7094 -0.88 -1.14 0.19
C -2.1191 -2.0522 4.7158 0.98 1.33 -0.31
O -2.0006 -0.7976 4.6634 -0.33 -1.68 0.33
N -2.8826 -2.7334 3.8489 0.60 -0.56 0.16
C -3.5822 -2.0569 2.7922 -0.08 0.79 -0.16
H -1.1563 -3.9294 5.2551 -0.37 0.59 0.29
H -1.9904 -3.0993 6.6234 0.54 0.19 -0.82
H -0.3942 -2.5769 6.0291 0.18 0.71 0.00
H -2.6397 -3.7210 3.7019 -0.30 0.39 0.02
H -2.9392 -1.5442 2.0651 0.25 -0.74 -0.17
H -4.0632 -1.1882 3.2289 -0.69 -0.10 0.20
H -4.2904 -2.7406 2.3152 0.21 0.28 0.05
C 4.6016 0.7018 -3.2468 0.01 -0.79 -0.54
C 4.7112 1.2955 -4.5800 -0.63 2.30 -1.32
O 5.2182 0.7490 -5.5473 0.01 -0.20 0.36
N 4.1879 2.5883 -4.7378 -0.27 -0.72 0.00
C 3.8447 2.9577 -6.0786 -0.68 0.40 -0.65
H 5.5778 0.7992 -2.7994 0.11 -0.15 0.68
H 4.3838 -0.3369 -3.5105 0.13 -0.13 0.70
H 3.7928 1.1484 -2.6990 -0.06 0.16 0.56
H 3.4992 3.0202 -4.1326 0.35 -1.00 0.84
H 3.0223 2.3337 -6.5084 0.61 0.21 0.24
H 4.7265 2.8643 -6.6883 0.09 0.20 -0.54
H 3.4520 3.9872 -6.0486 0.41 -0.26 -0.24
C 4.9357 -3.6190 0.2498 -0.13 -0.73 -1.20
C 3.6493 -4.0874 -0.3884 -0.75 -0.24 1.73
O 2.8107 -4.5962 0.3651 0.00 0.11 -0.89
N 3.4660 -3.9205 -1.7057 1.02 0.21 -0.27
C 2.2951 -4.3084 -2.4199 -0.79 -0.38 -0.01
H 5.5365 -3.0880 -0.4934 0.35 -0.05 0.46
H 5.3808 -4.5618 0.5947 0.38 0.48 -0.05
H 4.6910 -3.0119 1.1040 0.05 0.17 0.17
H 4.2422 -3.6079 -2.2555 0.26 0.17 0.07
H 2.1548 -3.6508 -3.2861 -0.04 -0.30 0.18
H 1.4806 -4.1750 -1.7239 -0.53 0.10 -0.03
H 2.2798 -5.3750 -2.6979 0.19 0.36 -0.13
C -0.6119 -7.1636 3.4941 -0.46 1.31 -1.06
C -0.8923 -5.7809 2.8178 0.42 -0.42 0.61
O -2.0257 -5.3088 2.8470 -0.05 -0.18 0.05
N 0.1789 -5.1008 2.3704 0.25 -0.62 -0.30
C 0.1212 -3.7852 1.7161 0.44 -0.16 0.02
H 0.3874 -7.5836 3.4291 0.01 0.10 -0.32
H -1.3929 -7.8358 3.1787 -0.02 -0.40 -0.31
H -0.8315 -6.9527 4.5095 -0.06 0.07 1.22
H 1.0055 -5.6839 2.2288 -0.21 0.73 -0.01
H -0.9148 -3.4639 1.5910 0.10 -0.13 0.27
H 0.5679 -3.8885 0.7160 -0.02 0.23 0.52
H 0.6860 -3.0395 2.3230 -0.43 -0.46 -0.60
C -6.5502 -0.6365 0.5516 0.14 0.80 -0.10
C -5.4942 -0.1809 -0.4535 -0.72 -1.40 -0.42
O -4.3406 -0.6113 -0.4959 -1.14 0.63 0.11
N -6.0548 0.6220 -1.4193 1.88 -0.01 -0.31
C -5.1215 1.0955 -2.4540 -0.12 -0.26 -0.18
H -7.3891 -1.2259 0.1950 0.14 0.04 -0.79
H -6.9800 0.2772 0.9445 -0.22 0.15 0.45
H -6.1324 -1.2105 1.3351 0.71 -0.34 0.89
H -6.7745 1.2662 -1.1448 -0.22 -0.06 0.10
H -4.4718 1.8972 -2.0714 -0.22 -0.11 -0.21
H -5.7174 1.4378 -3.3140 0.38 -0.01 0.30
H -4.4723 0.2449 -2.7573 -0.55 0.60 0.19
C 1.4961 4.5386 -1.7490 0.60 1.45 -0.29
C 0.9022 3.6322 -2.7861 -0.32 0.20 0.49
O 1.4959 2.6467 -3.1866 0.28 -0.35 -0.61
N -0.3657 3.9509 -3.1421 1.02 -0.03 0.11
C -1.1329 3.1362 -4.0387 1.01 -0.02 -0.84
H 2.5735 4.3454 -1.6433 -0.43 -0.07 -0.06
H 1.0009 4.3010 -0.8105 -0.07 0.24 0.26
H 1.3805 5.6428 -2.0151 -0.09 -1.44 0.46
H -0.8064 4.6179 -2.5469 -0.35 0.33 -0.06
H -1.1797 3.6081 -5.0373 -0.10 -0.25 0.33
H -2.1148 3.0577 -3.6332 -0.82 -0.52 0.09
H -0.5822 2.1795 -4.1373 -0.70 0.33 0.09
C -0.8736 -2.3107 -6.6143 0.54 -0.02 -1.04
C 0.2048 -1.7110 -5.7801 0.50 0.34 0.60
O 0.1898 -1.7403 -4.5557 -0.07 -0.31 0.26
N 1.2191 -1.1012 -6.4233 1.21 0.69 0.96
C 2.4053 -0.5621 -5.6576 -0.88 0.02 -2.26
H -0.9196 -1.7592 -7.5576 0.09 -0.49 -0.24
H -1.7963 -2.1082 -6.1438 -1.07 -0.15 0.74
H -0.7284 -3.3991 -6.7617 -0.08 0.69 0.02
H 1.2149 -0.9412 -7.4090 -0.16 -0.17 -0.25
H 2.1058 0.0907 -4.8415 -0.12 0.14 -0.13
H 3.0269 -0.0409 -6.4367 -0.49 -0.43 1.15
H 2.9470 -1.4040 -5.2738 0.44 -0.33 0.30
C -4.8148 4.4907 2.0505 0.14 0.92 1.37
C -4.4763 4.6805 0.6365 -1.59 1.17 -2.20
O -5.3533 4.4260 -0.2276 2.24 0.14 1.08
N -3.2562 5.2648 0.3578 -1.81 -1.13 0.50
C -2.7499 5.0417 -0.9797 -0.75 1.10 0.27
H -5.5509 5.2527 2.3868 0.23 -0.59 -0.42
H -3.9374 4.6085 2.7037 -0.41 -0.37 -0.09
H -5.2462 3.5062 2.0824 -0.22 -0.38 0.60
H -2.6513 5.2049 1.1586 0.54 0.06 -0.35
H -1.6894 5.0880 -0.8829 0.75 0.04 -0.30
H -3.1773 5.8269 -1.6319 0.45 -0.49 0.03
H -3.0830 4.0657 -1.2920 0.09 -0.34 -0.46
C 3.2741 2.9893 1.2419 2.10 -0.91 0.97
C 3.9688 1.6499 1.0867 1.24 -1.04 -1.24
O 4.8644 1.3866 0.2496 -1.52 0.65 1.41
N 3.5002 0.7001 1.9272 -0.51 0.56 0.06
C 3.9289 -0.6702 1.9146 1.27 1.19 -1.10
H 2.3314 2.8765 0.7856 -1.31 0.41 -0.39
H 3.9346 3.7066 0.7952 -0.11 0.56 -0.49
H 3.2552 3.1872 2.3198 -0.55 0.16 -0.24
H 2.6690 0.9063 2.4571 -0.04 0.12 -0.07
H 4.9909 -0.6543 2.1757 -0.01 -0.47 -0.10
H 3.8149 -1.0865 0.9057 -0.01 -0.21 0.47
H 3.3693 -1.1478 2.6649 -0.51 -1.13 0.44
C -0.1356 1.3388 6.9514 -0.65 0.44 0.17
C 0.9912 0.5446 6.3996 -0.97 0.79 -0.32
O 1.9712 0.3666 7.0733 1.57 -0.59 0.15
N 0.7975 0.0848 5.1299 0.65 -0.08 0.47
C 1.7487 -0.9155 4.6438 -1.90 0.67 -0.95
H -1.0538 0.8649 6.6517 -0.69 0.03 -0.11
H -0.1499 2.3895 6.6477 0.15 -0.19 -0.27
H -0.0597 1.3337 8.0250 0.01 -0.07 0.40
H -0.1707 -0.0816 4.8537 0.19 0.17 0.17
H 2.5774 -0.4537 4.0950 -0.42 -0.25 0.20
H 1.0383 -1.5073 4.0252 1.39 -0.24 -0.14
H 2.1279 -1.4514 5.4777 0.48 -0.74 0.61
```
Positions in Å, forces in eV/Å.

## Properties
- E_HOMO: -8.7880 eV
- F_max: 3.0 eV/A
- Relative energy (zero: lowest compared OMol25 entry of this formula, charge and spin): 157.8 kJ/mol